No. 1
{"formula": "C3H3OP", "method": "ωB97M-V with the def2-TZVPD basis set", "gap_ev": [7.2931, 7.2904], "homo_energy_ev": [-8.569, -8.566], "de_lowest_kj_mol": 585.3, "species": ["C", "C", "C", "O", "P", "H", "H", "H"], "positions_angstrom": [[1.736, 0.247, 0.820], [0.664, 0.749, 0.186], [0.591, -0.604, 0.696], [-2.408, -1.074, -0.660], [-0.363, -1.950, 0.925], [2.631, 0.020, 1.195], [0.073, 1.517, -0.170], [-2.689, -1.779, -1.324]], "atomic_forces_ev_per_a": [[-4.98, 0.34, -2.26], [2.70, -2.61, 2.35], [-1.27, 0.21, -0.45], [1.23, -1.49, 0.29], [-1.37, 0.91, -1.69], [3.63, 0.24, 1.30], [-0.81, 1.37, -0.97], [0.87, 1.02, 1.43]], "nbo_charge": [-0.1023, -0.0280, -0.5031, -0.9956, 0.6955, 0.2409, 0.2584, 0.4343]}

=====

No. 2
{"formula": "C3H3P", "method": "ωB97M-V with the def2-TZVPD basis set", "gap_ev": [5.1972, 5.1923], "homo_energy_ev": [-7.360, -7.367], "de_lowest_kj_mol": 562.9, "species": ["C", "C", "C", "P", "H", "H", "H"], "positions_angstrom": [[-1.747, 0.786, -0.805], [-1.074, 0.102, -0.009], [-0.182, -0.533, 0.580], [2.173, -0.223, -1.061], [-2.558, 1.333, -0.917], [0.295, -1.162, 1.373], [2.532, -1.241, -0.191]], "atomic_forces_ev_per_a": [[2.60, -1.06, -0.29], [-1.19, 0.66, -0.47], [4.63, -2.56, 1.20], [-1.63, 0.29, 0.55], [-3.67, 2.11, -0.51], [-1.11, 1.13, -0.88], [0.37, -0.57, 0.42]], "nbo_charge": [-0.0155, -0.2337, -0.1142, 0.0143, 0.1931, 0.2651, -0.1091]}

=====

No. 3
{"formula": "C3H3PS", "method": "ωB97M-V with the def2-TZVPD basis set", "gap_ev": [6.4412, 6.4419], "homo_energy_ev": [-7.777, -7.777], "de_lowest_kj_mol": 103.2, "smiles": "Cc1pc1=S", "species": ["C", "C", "C", "P", "S", "H", "H", "H"], "positions_angstrom": [[1.646, -0.131, 0.327], [2.422, -1.076, 0.906], [0.188, -0.008, 0.199], [3.077, 0.666, -0.173], [3.002, -2.488, 1.445], [-0.209, -1.023, 0.476], [-0.005, 0.467, -0.809], [-0.161, 0.824, 1.024]], "atomic_forces_ev_per_a": [[0.28, 0.63, 0.02], [2.16, -0.56, -0.79], [-0.86, 1.94, 1.51], [-0.68, -1.58, 1.09], [-0.74, 1.49, -0.18], [-0.36, 1.27, -0.78], [-0.39, -1.02, 1.09], [0.59, -2.17, -1.95]], "nbo_charge": [-0.4761, -0.1766, -0.6653, 0.5242, 0.0638, 0.2430, 0.2459, 0.2410]}

=====

No. 4
{"formula": "C3H40NO15", "method": "ωB97M-V with the def2-TZVPD basis set", "total_charge": 1, "gap_ev": 10.5987, "homo_energy_ev": -13.323, "de_lowest_kj_mol": 320.4, "species": ["C", "C", "C", "N", "H", "H", "H", "H", "H", "H", "H", "H", "H", "H", "H", "H", "O", "H", "H", "O", "H", "H", "O", "H", "H", "O", "H", "H", "O", "H", "H", "O", "H", "H", "O", "H", "H", "O", "H", "H", "O", "H", "H", "O", "H", "H", "O", "H", "H", "O", "H", "H", "O", "H", "H", "O", "H", "H", "O"], "positions_angstrom": [[-1.173, -2.632, 2.623], [-0.646, -1.290, 2.524], [0.806, -1.277, 2.783], [-1.113, -0.678, 1.116], [-1.174, -3.336, 3.518], [-2.250, -2.620, 2.248], [-0.822, -3.429, 1.854], [-1.113, -0.648, 3.388], [1.406, -1.576, 1.898], [1.032, -2.061, 3.559], [1.425, -0.457, 3.185], [-2.045, -0.620, 1.143], [-0.770, 0.266, 0.923], [-0.834, -1.500, 0.398], [1.410, 4.801, 2.591], [1.135, 3.294, 2.690], [0.768, 4.131, 2.890], [-0.794, -2.170, -2.176], [0.355, -2.464, -1.149], [-0.653, -2.311, -1.251], [-3.810, 0.437, 3.555], [-2.558, 1.203, 3.894], [-2.965, 0.596, 3.155], [2.895, -3.663, 2.351], [1.826, -3.591, 1.329], [2.069, -4.071, 2.211], [4.664, -0.006, 0.441], [3.151, 0.640, 0.546], [3.698, -0.173, 0.210], [0.479, 3.256, -0.904], [0.623, 1.856, -1.720], [0.994, 2.723, -1.499], [-3.628, -1.970, -0.599], [-4.678, -1.078, 0.085], [-4.119, -1.871, 0.207], [2.016, -4.087, -1.566], [2.322, -2.538, -1.480], [1.934, -3.339, -0.986], [-1.743, 2.737, -3.623], [-1.640, 1.500, -4.264], [-1.261, 1.909, -3.532], [-0.797, 2.396, 0.926], [-0.882, 3.947, 0.903], [-0.995, 3.147, 0.360], [2.971, 2.601, 0.527], [1.462, 2.464, 0.052], [2.108, 2.342, 0.799], [-2.803, 1.655, 0.067], [-1.906, 2.106, -1.009], [-2.758, 1.557, -1.001], [0.906, 1.699, -4.821], [2.343, 1.699, -4.452], [1.645, 1.054, -4.695], [-0.120, -0.683, -1.247], [-0.969, 0.456, -1.831], [-0.306, 0.276, -1.128], [2.171, -1.404, -3.854], [1.392, -0.485, -2.945], [1.494, -1.307, -3.217]], "atomic_forces_ev_per_a": [[-3.31, -5.11, -2.32], [-0.60, 3.41, 2.33], [3.38, -0.97, 0.01], [5.54, -3.42, 1.50], [0.34, 1.97, -0.44], [0.82, 0.10, 0.95], [0.41, 1.65, 0.75], [0.40, -1.03, -2.11], [-0.44, -0.09, 0.32], [-0.45, 0.46, -0.93], [-1.23, 0.67, -0.30], [-4.94, 0.00, 0.09], [0.54, -0.85, -0.42], [-0.85, 2.71, 1.14], [-0.33, -0.60, 0.21], [1.00, -1.23, -0.54], [-0.72, 1.83, 0.14], [-0.09, -0.13, -1.08], [-1.56, -0.80, -0.49], [1.91, -0.39, 1.45], [-1.00, -0.40, 0.04], [-0.89, -1.60, -2.23], [1.75, 2.19, 2.09], [1.85, 0.52, 0.67], [0.42, -1.64, 2.07], [-2.09, 0.82, -2.90], [-2.02, -0.16, -0.36], [1.49, -2.02, -0.78], [0.28, 2.05, 1.14], [-1.39, 0.00, -0.20], [-0.53, 0.34, 0.46], [1.48, 0.12, -1.11], [0.26, -0.08, -0.78], [0.39, -0.65, -0.06], [-0.49, 0.85, 0.85], [0.08, -0.46, -0.46], [-0.56, -1.77, 0.79], [0.50, 2.61, -0.23], [0.19, 0.58, 0.71], [-0.80, -1.99, -2.10], [0.64, 1.30, 1.29], [0.21, 0.33, 0.34], [0.01, -0.38, 0.15], [0.03, 0.49, 0.16], [0.74, 0.64, -0.70], [1.61, -0.28, 0.12], [-1.44, -0.77, 1.22], [-0.70, -0.52, -3.66], [-1.73, -0.80, -0.76], [1.66, 1.39, 4.32], [0.45, -1.00, 0.13], [-0.19, -0.75, -0.17], [-0.22, 1.92, 0.19], [-0.25, 0.77, 0.13], [0.25, 0.11, 0.56], [0.24, 0.15, -1.29], [0.91, 0.46, -1.06], [-0.26, 6.30, 1.28], [-0.68, -6.86, -0.09]], "nbo_charge": [-0.6913, -0.0633, -0.6671, -0.7045, 0.2848, 0.2335, 0.2341, 0.2460, 0.2136, 0.2658, 0.2388, 0.4272, 0.4364, 0.4785, 0.4824, 0.4821, -0.9634, 0.5033, 0.5204, -0.9833, 0.4885, 0.4870, -0.9675, 0.4636, 0.4726, -0.9348, 0.4812, 0.4948, -0.9928, 0.4903, 0.5120, -0.9712, 0.4743, 0.4822, -0.9509, 0.4982, 0.5148, -0.9782, 0.4842, 0.4722, -0.9492, 0.4710, 0.5224, -0.9724, 0.4828, 0.4922, -1.0152, 0.4576, 0.4872, -0.9507, 0.4827, 0.4767, -0.9585, 0.4832, 0.5143, -1.0262, 0.4952, 0.4797, -0.9675]}

=====

No. 5
{"formula": "C3H43O19Y", "method": "ωB97M-V with the def2-TZVPD basis set", "total_charge": 2, "gap_ev": 5.3498, "homo_energy_ev": -14.754, "species": ["Y", "C", "C", "C", "O", "H", "H", "H", "H", "H", "H", "H", "O", "H", "H", "O", "H", "H", "O", "H", "H", "O", "H", "H", "O", "H", "H", "O", "H", "H", "O", "H", "H", "O", "H", "H", "O", "H", "H", "O", "H", "H", "O", "H", "H", "O", "H", "H", "O", "H", "H", "O", "H", "H", "O", "H", "H", "O", "H", "H", "O", "H", "H", "O", "H", "H"], "positions_angstrom": [[-2.947, -0.979, 2.631], [0.657, 0.612, 0.151], [-0.651, -0.088, -0.179], [-0.278, -1.585, -0.558], [-1.678, -0.090, 0.730], [1.336, 0.019, 0.764], [0.601, 1.652, 0.473], [1.164, 0.616, -0.814], [-1.052, 0.472, -1.024], [-1.019, -2.032, -1.222], [-0.105, -2.217, 0.312], [0.693, -1.737, -1.028], [2.500, 2.342, 3.235], [1.990, 2.892, 2.640], [1.918, 2.188, 3.979], [-1.543, 0.789, 3.578], [-0.605, 0.923, 3.709], [-1.960, 1.353, 4.230], [-2.288, 2.930, 1.419], [-1.792, 3.397, 0.747], [-1.847, 2.084, 1.498], [-4.598, -0.576, 1.003], [-4.573, -0.030, 0.217], [-5.531, -0.699, 1.180], [0.971, 4.116, 1.449], [0.501, 4.946, 1.526], [0.433, 3.589, 0.859], [3.470, -1.817, -1.929], [4.323, -1.461, -2.179], [3.447, -1.735, -0.975], [0.447, 2.383, -3.288], [0.977, 1.590, -3.217], [1.043, 3.092, -3.046], [4.187, 0.934, 1.795], [4.069, 1.225, 0.891], [3.436, 1.296, 2.264], [-0.997, 3.849, -0.723], [-0.714, 3.615, -1.607], [-1.162, 4.791, -0.765], [3.726, -1.748, 0.860], [2.895, -2.170, 1.080], [3.731, -0.943, 1.378], [0.899, -4.751, 1.015], [0.099, -4.319, 0.716], [1.362, -4.983, 0.210], [-1.022, -0.808, -4.008], [-1.612, -0.320, -3.434], [-0.150, -0.476, -3.794], [-2.359, 2.297, -3.397], [-2.707, 2.531, -2.536], [-1.417, 2.205, -3.258], [-3.664, -0.019, -1.938], [-3.764, 0.912, -1.740], [-3.081, -0.349, -1.254], [1.573, -2.754, 2.663], [1.136, -3.507, 2.265], [1.766, -3.033, 3.558], [-1.401, -4.558, -1.916], [-2.140, -3.989, -2.128], [-0.856, -4.547, -2.703], [-1.051, -1.976, 3.397], [-1.299, -2.714, 3.954], [-0.143, -2.155, 3.152], [1.837, -0.103, -3.567], [2.394, 0.297, -4.234], [2.427, -0.669, -3.069]], "atomic_forces_ev_per_a": [[3.84, 2.95, -4.43], [0.31, -0.17, -0.27], [1.63, -1.57, -0.97], [-0.12, 0.68, -0.36], [-3.33, -1.36, 4.57], [-0.18, 0.09, 0.53], [-0.21, -0.16, 0.22], [0.15, 0.25, -0.12], [0.02, -0.29, -0.61], [-0.01, -0.06, 0.17], [-0.64, 0.24, 0.64], [-0.01, 0.66, -0.57], [-0.28, -0.41, 0.34], [-0.29, 0.82, -0.46], [0.14, 0.07, 0.36], [-1.52, -0.69, 0.14], [0.66, -0.19, -0.32], [-0.14, 0.74, 0.34], [-0.65, -0.28, 1.05], [0.03, 0.03, -0.55], [0.23, -0.32, -0.26], [0.18, -0.61, 1.76], [0.55, 0.42, -1.14], [-0.77, -0.16, -0.08], [0.35, -0.40, 0.38], [0.01, 0.31, 0.16], [-0.20, 0.08, -0.43], [-0.54, 0.17, -1.03], [0.41, -0.10, -0.03], [0.28, 0.08, 0.95], [-0.45, 0.53, 0.39], [0.38, -0.85, -0.02], [0.23, 0.31, -0.15], [0.32, -0.91, -0.52], [0.21, 0.16, -0.31], [-0.25, 0.44, 0.59], [0.13, 0.12, 0.13], [0.16, -0.38, -0.49], [-0.09, 0.47, -0.11], [-0.22, -0.51, -0.70], [-0.11, -0.31, 0.33], [0.42, 0.88, 0.39], [-0.33, 0.23, 0.59], [-0.40, -0.22, -0.59], [0.31, -0.17, -0.27], [-0.20, -0.36, 0.19], [-0.48, 0.29, -0.07], [0.60, -0.01, -0.13], [-0.60, -0.09, 0.10], [-0.10, 0.32, 0.13], [0.70, 0.02, -0.27], [-0.67, -0.42, 0.56], [0.13, 0.45, -0.39], [0.61, -0.14, 0.16], [-1.26, 1.34, 0.88], [0.41, -1.20, -0.92], [0.70, -0.16, 0.36], [0.08, 0.00, 0.61], [-0.22, 0.07, -0.25], [0.17, -0.03, -0.33], [-2.63, 0.03, 0.37], [0.31, -0.68, 0.66], [2.32, -0.07, -1.01], [-0.56, 0.76, -0.13], [0.08, 0.04, -0.47], [0.41, -0.77, 0.73]], "lowdin_charge": [1.9859, -0.0203, -0.5256, -0.0158, -0.3220, 0.0729, 0.0581, 0.0817, 0.1164, 0.0584, 0.0397, 0.0807, -0.0226, 0.0065, 0.0493, -0.0631, 0.0977, 0.0995, -0.0619, -0.0323, -0.0338, -0.0781, 0.0708, 0.1026, -0.0334, 0.0618, -0.0198, -0.0465, 0.0608, -0.0158, -0.0270, -0.0013, 0.0657, -0.0401, 0.0476, -0.0298, -0.0275, 0.0399, 0.0900, -0.0389, 0.0029, 0.0022, -0.0182, 0.0255, 0.0819, -0.0354, -0.0114, -0.0187, -0.0296, 0.0102, -0.0300, -0.0078, 0.0346, -0.0056, -0.0225, -0.0051, 0.0817, -0.0484, 0.0288, 0.0489, -0.0892, 0.0969, 0.0382, -0.0393, 0.0747, 0.0046]}

=====

No. 6
{"formula": "C3H4BNO3S", "method": "ωB97M-V with the def2-TZVPD basis set", "multiplicity": 3, "gap_ev": [6.4472, 6.1915], "homo_energy_ev": [-6.058, -10.108], "species": ["B", "C", "C", "C", "N", "O", "O", "O", "S", "H", "H", "H", "H"], "positions_angstrom": [[2.437, -0.593, 0.356], [-0.732, -0.736, -0.508], [-2.367, 0.732, 0.603], [-0.313, 0.676, -0.250], [-1.340, 1.414, 0.375], [1.732, -1.575, 0.386], [3.283, 0.432, 0.239], [0.840, 0.940, -0.480], [-2.434, -0.927, 0.130], [-0.877, -1.143, -1.596], [-3.113, 1.271, 1.104], [-0.195, -1.521, 0.114], [3.079, 1.029, -0.472]], "atomic_forces_ev_per_a": [[0.67, 1.52, -0.88], [-2.03, -3.72, -0.88], [-4.43, -0.94, 1.50], [-3.35, -0.03, 1.17], [7.02, 1.17, -2.44], [0.06, -1.16, 0.67], [0.43, -1.21, 0.95], [1.95, 1.79, -0.52], [0.74, 0.33, -0.31], [0.99, 0.96, 1.70], [-1.63, -0.26, 0.57], [0.01, 1.07, -1.12], [-0.43, 0.49, -0.40]], "mulliken_spin": [-0.0028, -0.0481, 0.4491, 0.1389, 0.2867, 0.0073, 0.0050, 0.2820, 0.7524, 0.0501, 0.0255, 0.0545, -0.0004]}

=====

No. 7
{"formula": "C3H4BaO3", "method": "ωB97M-V with the def2-TZVPD basis set", "gap_ev": 6.8734, "homo_energy_ev": -7.495, "de_lowest_kj_mol": 264.5, "species": ["O", "C", "C", "O", "Ba", "H", "H", "H", "C", "O", "H"], "positions_angstrom": [[-1.742, 1.210, -0.181], [-2.067, -0.020, 0.372], [-0.948, -1.045, 0.213], [-0.345, -1.018, -1.036], [0.233, 1.445, -1.101], [-2.972, -0.461, -0.097], [-2.281, 0.038, 1.460], [-1.187, -2.059, 0.574], [0.645, -0.569, 0.411], [1.602, -1.484, 0.649], [2.499, -1.123, 0.632]], "atomic_forces_ev_per_a": [[-0.72, -0.05, 0.45], [-0.03, -0.45, 0.67], [3.06, -0.02, 0.73], [0.81, 0.27, -0.35], [0.44, 0.76, -1.08], [0.21, 0.13, 0.03], [-0.05, 0.14, -0.25], [-0.06, 0.21, -0.06], [-2.43, 0.04, -0.47], [-0.59, -1.32, 0.59], [-0.64, 0.28, -0.26]], "lowdin_charge": [-0.6813, -0.3849, -0.4171, -0.3845, 1.8502, 0.1106, 0.1086, 0.1282, -0.3616, -0.0550, 0.0867]}

=====

No. 8
{"formula": "C3H4BaO3", "method": "ωB97M-V with the def2-TZVPD basis set", "multiplicity": 2, "total_charge": 1, "gap_ev": [6.7515, 7.9113], "homo_energy_ev": [-10.942, -12.256], "de_lowest_kj_mol": 368.8, "species": ["O", "C", "O", "C", "C", "O", "Ba", "H", "H", "H", "H"], "positions_angstrom": [[0.240, 4.101, -0.887], [0.409, 5.195, -1.139], [-1.281, -0.252, 1.106], [-0.521, -1.338, 1.139], [0.020, -1.591, -0.651], [0.897, -0.533, -0.418], [-0.472, 1.568, -0.187], [1.110, -1.225, 0.882], [0.573, -2.542, -0.614], [-0.224, -1.564, 2.175], [-0.750, -1.820, -1.406]], "atomic_forces_ev_per_a": [[0.16, 0.68, -0.16], [0.03, 0.01, -0.01], [1.27, -1.43, 0.26], [-0.88, 2.02, -2.59], [0.72, -2.66, 4.66], [-0.10, 0.48, -1.73], [0.01, -0.97, 0.22], [-0.79, 1.27, -0.35], [-0.03, 0.21, -0.14], [-0.22, -1.33, -0.33], [-0.18, 1.70, 0.17]], "mulliken_spin": [0.0014, 0.0003, 0.1059, 0.3802, -0.0460, 0.1483, 0.0471, 0.3417, 0.0048, 0.0081, 0.0081]}

=====

Repeat the first record exactly.
{"formula": "C3H3OP", "method": "ωB97M-V with the def2-TZVPD basis set", "gap_ev": [7.2931, 7.2904], "homo_energy_ev": [-8.569, -8.566], "de_lowest_kj_mol": 585.3, "species": ["C", "C", "C", "O", "P", "H", "H", "H"], "positions_angstrom": [[1.736, 0.247, 0.820], [0.664, 0.749, 0.186], [0.591, -0.604, 0.696], [-2.408, -1.074, -0.660], [-0.363, -1.950, 0.925], [2.631, 0.020, 1.195], [0.073, 1.517, -0.170], [-2.689, -1.779, -1.324]], "atomic_forces_ev_per_a": [[-4.98, 0.34, -2.26], [2.70, -2.61, 2.35], [-1.27, 0.21, -0.45], [1.23, -1.49, 0.29], [-1.37, 0.91, -1.69], [3.63, 0.24, 1.30], [-0.81, 1.37, -0.97], [0.87, 1.02, 1.43]], "nbo_charge": [-0.1023, -0.0280, -0.5031, -0.9956, 0.6955, 0.2409, 0.2584, 0.4343]}